The following is a quantum chemistry calculation of a structure of composition CH4NO3P at a distorted geometry, from the Open Molecules 2025 dataset.

```
10
Properties=species:S:1:pos:R:3:lowdin_charge:R:1
P -0.53 -0.41 -0.83 0.4346
O 0.80 0.25 -1.32 -0.2161
O -1.61 0.58 -0.15 -0.1706
O -1.16 -1.59 -1.52 -0.3056
N 0.89 0.50 1.16 0.0674
C 0.85 -0.44 0.33 -0.2853
H 1.47 -1.29 0.26 0.1072
H -2.49 0.08 -0.05 0.1293
H 0.11 1.13 0.86 0.1014
H 1.67 1.17 1.27 0.1377
```

HOMO = -0.37165 Ha
calculated total energy = -662.34864 hartree
HOMO-LUMO gap = 10.6 eV
energy above the lowest of the compared OMol25 structures with the same formula, charge and spin = 134.4 kJ/mol
F_max = 6.75 eV/A

The following is a quantum chemistry calculation of a cluster of 2 separate species, CH4NO3P in total at a distorted geometry, from the Open Molecules 2025 dataset.

```
10
Properties=species:S:1:pos:R:3:lowdin_charge:R:1
P -1.27 0.75 -0.43 0.8341
O -1.17 1.58 0.73 -0.4388
O 1.94 0.70 -0.60 -0.0588
O -1.54 -0.81 0.09 -0.4572
N -1.82 -1.80 -0.83 -0.0339
C 2.24 1.30 0.41 -0.1387
H -0.93 -2.03 -1.19 0.0577
H -2.18 -2.52 -0.25 0.0704
H 1.46 1.55 1.19 0.0765
H 3.26 1.29 0.89 0.0886
```

HOMO = -0.35941 Ha
SMILES string = NOP=O.C=O
calculated total energy = -662.26479 hartree
HOMO-LUMO gap = 10.0 eV
energy above the lowest of the compared OMol25 structures with the same formula, charge and spin = 354.6 kJ/mol
F_max = 3.18 eV/A

The following is a quantum chemistry calculation of a cluster of 2 separate species, CH4NO3P in total at a distorted geometry, from the Open Molecules 2025 dataset.

```
10
Properties=species:S:1:pos:R:3:lowdin_charge:R:1
P 0.91 -0.78 0.55 0.7901
O 0.35 -0.43 1.80 -0.4306
O -3.00 0.91 -0.52 0.0060
O 2.29 0.14 0.47 -0.4671
N 3.09 0.16 -0.72 -0.0377
C -3.34 -0.12 -0.08 -0.1746
H 2.59 0.81 -1.41 0.1041
H 3.97 0.52 -0.45 0.0519
H -4.34 -0.47 -0.14 0.0587
H -2.51 -0.74 0.50 0.0992
```

HOMO = -0.36646 Ha
SMILES string = NOP=O.C=O
calculated total energy = -662.25801 hartree
HOMO-LUMO gap = 9.9 eV
energy above the lowest of the compared OMol25 structures with the same formula, charge and spin = 372.4 kJ/mol
F_max = 4.58 eV/A

The following is a quantum chemistry calculation of the molecule CH4NOP at a distorted geometry, from the Open Molecules 2025 dataset.

```
8
Properties=species:S:1:pos:R:3:lowdin_charge:R:1
P 0.07 0.97 -0.42 0.7913
O -0.44 -0.46 -0.01 -0.5044
N 1.81 0.70 -0.37 -0.2298
C -1.73 -0.71 0.34 -0.1202
H 2.53 1.10 -0.89 -0.0094
H 2.17 0.03 0.26 -0.0123
H -2.07 -1.74 0.61 0.0715
H -2.35 0.12 0.49 0.0133
```

HOMO (alpha / beta) = -0.28792 / -0.25009 Ha
calculated total energy = -511.75336 hartree
HOMO-LUMO gap (alpha / beta) = 8.2 / 7.4 eV
energy above the lowest of the compared OMol25 structures with the same formula, charge and spin = 290.9 kJ/mol
F_max = 3.98 eV/A

The following is a quantum chemistry calculation of the molecule CH4NOP at a distorted geometry, from the Open Molecules 2025 dataset.

```
8
Properties=species:S:1:pos:R:3:lowdin_charge:R:1
P -1.61 -0.06 0.20 0.8316
O 0.48 -1.68 -0.17 -0.0999
N 1.09 0.47 0.37 0.0639
C 0.18 -0.50 0.16 -0.8697
H 2.17 0.23 0.31 0.1749
H -1.50 1.17 -0.52 -0.1116
H 0.82 1.45 0.49 0.0773
H -1.64 -1.07 -0.83 -0.0665
```

HOMO = -0.34719 Ha
SMILES string = NC(=O)P
calculated total energy = -511.82445 hartree
HOMO-LUMO gap = 10.1 eV
energy above the lowest of the compared OMol25 structures with the same formula, charge and spin = 104.3 kJ/mol
F_max = 3.53 eV/A

The following is a quantum chemistry calculation of the molecule CH4NOP at a distorted geometry, from the Open Molecules 2025 dataset.

```
8
Properties=species:S:1:pos:R:3:lowdin_charge:R:1
P -1.13 -0.80 0.77 0.7912
O 0.83 1.04 1.35 -0.4090
N 0.51 0.61 -1.20 0.0836
C 0.12 0.17 -0.01 -0.5786
H -0.32 -0.93 1.95 -0.0709
H -0.03 0.58 -2.00 0.0695
H 0.98 1.59 -1.11 0.1694
H -0.95 -2.26 0.24 -0.0552
```

HOMO = -0.32419 Ha
SMILES string = NC(=O)P
calculated total energy = -511.67219 hartree
HOMO-LUMO gap = 8.6 eV
energy above the lowest of the compared OMol25 structures with the same formula, charge and spin = 504.0 kJ/mol
F_max = 7.72 eV/A

The following is a quantum chemistry calculation of the molecule CH4NOPS at a distorted geometry, from the Open Molecules 2025 dataset.

```
9
Properties=species:S:1:pos:R:3:lowdin_charge:R:1
S 2.91 -0.36 0.17 0.7792
P -1.49 -0.36 0.16 0.8288
O 0.38 1.72 0.31 0.0165
N 1.13 -0.53 0.13 -0.3836
C 0.28 0.53 0.32 -0.7815
H 0.68 -1.41 0.01 0.0093
H -2.47 0.55 -0.10 -0.1600
H 2.74 0.61 -0.63 -0.1892
H -1.68 -0.18 1.54 -0.1194
```

HOMO = -0.33395 Ha
SMILES string = O=C(P)NS
calculated total energy = -909.97590 hartree
HOMO-LUMO gap = 9.4 eV
energy above the lowest of the compared OMol25 structures with the same formula, charge and spin = 76.2 kJ/mol
F_max = 3.78 eV/A

The following is a quantum chemistry calculation of the molecule CH4NOPS at a distorted geometry, from the Open Molecules 2025 dataset.

```
9
Properties=species:S:1:pos:R:3:mulliken_spin:R:1
S 1.99 -0.29 0.12 0.0866
P 0.24 -1.60 0.02 0.0525
O 0.02 1.43 -0.45 0.5863
N 1.11 1.13 0.31 0.3836
C -1.02 -0.24 -0.63 0.8809
H -2.11 -0.04 -0.34 0.0016
H -0.90 -0.27 -1.71 -0.0140
H -0.18 -1.36 1.35 0.0028
H 0.85 1.22 1.33 0.0197
```

2S+1 = 3
HOMO (alpha / beta) = -0.23816 / -0.36004 Ha
calculated total energy = -909.79068 hartree
HOMO-LUMO gap (alpha / beta) = 7.0 / 7.6 eV
energy above the lowest of the compared OMol25 structures with the same formula, charge and spin = 395.0 kJ/mol
F_max = 5.33 eV/A
⟨S²⟩ = 2.0116

The following is a quantum chemistry calculation of a cluster of 2 separate species, CH4NOPS in total at a distorted geometry, from the Open Molecules 2025 dataset.

```
9
Properties=species:S:1:pos:R:3:mulliken_spin:R:1
S 3.59 0.02 0.70 0.8332
P 1.04 -0.61 -0.92 0.9015
O -1.46 -0.57 -0.27 0.0221
N 2.57 -0.85 -0.29 0.2631
C -1.79 -0.38 0.89 0.0092
H -1.23 -0.73 1.76 -0.0147
H 0.91 0.50 -0.13 0.0010
H 3.18 -1.59 -0.64 -0.0168
H -2.73 0.05 1.35 0.0015
```

2S+1 = 3
HOMO (alpha / beta) = -0.25330 / -0.32443 Ha
calculated total energy = -909.89488 hartree
HOMO-LUMO gap (alpha / beta) = 7.1 / 7.1 eV
energy above the lowest of the compared OMol25 structures with the same formula, charge and spin = 121.4 kJ/mol
F_max = 3.62 eV/A
⟨S²⟩ = 2.0062

The following is a quantum chemistry calculation of a cluster of 2 separate species, CH4NOS in total at a distorted geometry, from the Open Molecules 2025 dataset.

```
8
Properties=species:S:1:pos:R:3:lowdin_charge:R:1
S 2.74 1.80 1.21 -0.3766
O -2.32 -0.94 -1.42 -0.0567
N -0.77 -0.33 0.20 0.1295
C -1.19 -0.60 -1.08 -0.4121
H 3.16 0.65 1.70 -0.5348
H -1.41 -0.30 0.92 0.0600
H 0.06 0.24 0.30 0.0401
H -0.26 -0.52 -1.82 0.1507
```

HOMO = -0.10417 Ha
net charge = -1
calculated total energy = -568.73476 hartree
HOMO-LUMO gap = 6.7 eV
energy above the lowest of the compared OMol25 structures with the same formula, charge and spin = 41.9 kJ/mol
F_max = 3.19 eV/A

The following is a quantum chemistry calculation of a cluster of 2 separate species, CH4NOS in total at a distorted geometry, from the Open Molecules 2025 dataset.

```
8
Properties=species:S:1:pos:R:3:lowdin_charge:R:1
S -3.15 0.64 0.27 -0.3789
O 2.65 0.44 -0.51 -0.0422
N 0.71 -0.51 0.29 0.1271
C 1.45 0.45 -0.31 -0.4522
H 1.20 -1.36 0.51 0.0982
H -3.46 -0.66 0.06 -0.4995
H 0.89 1.38 -0.50 0.1240
H -0.29 -0.39 0.19 0.0236
```

HOMO = -0.10576 Ha
net charge = -1
calculated total energy = -568.74202 hartree
HOMO-LUMO gap = 6.8 eV
energy above the lowest of the compared OMol25 structures with the same formula, charge and spin = 22.9 kJ/mol
F_max = 1.21 eV/A

The following is a quantum chemistry calculation of a structure of composition CH4Na7O5 at a distorted geometry, from the Open Molecules 2025 dataset.

```
17
Properties=species:S:1:pos:R:3:lowdin_charge:R:1
Na -9.51 -10.90 -16.05 0.8885
Na -4.62 -7.91 -13.35 0.8478
Na -9.55 -7.86 -14.38 0.8322
Na -3.67 -7.40 -17.12 0.9319
Na -6.74 -10.68 -17.39 0.8554
Na -4.32 -11.17 -14.89 0.9126
Na -7.55 -7.30 -11.76 0.9087
O -5.52 -8.83 -15.53 -0.1208
O -9.32 -7.94 -17.83 0.0094
O -7.75 -9.06 -15.89 -0.1540
O -7.02 -7.69 -14.33 -0.1198
O -7.50 -4.82 -15.01 -0.0092
C -6.75 -8.56 -15.24 -0.8112
H -10.11 -8.08 -17.30 0.0426
H -7.22 -5.66 -14.65 -0.0369
H -8.61 -8.39 -17.37 -0.0344
H -8.05 -5.01 -15.78 0.0572
```

HOMO = -0.90547 Ha
net charge = +5
calculated total energy = -1550.90328 hartree
HOMO-LUMO gap = 7.1 eV
energy above the lowest of the compared OMol25 structures with the same formula, charge and spin = 286.2 kJ/mol
F_max = 1.79 eV/A

The following is a quantum chemistry calculation of a cluster of 2 separate species, CH4O in total at a distorted geometry, from the Open Molecules 2025 dataset.

```
6
Properties=species:S:1:pos:R:3:lowdin_charge:R:1
O -1.19 0.11 0.11 -0.2084
C 0.12 0.42 0.02 -0.3226
H 0.33 0.00 -0.99 0.0766
H 0.18 1.44 -0.06 0.0457
H 0.83 0.08 0.83 0.0900
H -1.13 -1.60 -0.32 0.3187
```

HOMO (alpha / beta) = -0.37020 / -0.37031 Ha
calculated total energy = -115.54913 hartree
HOMO-LUMO gap (alpha / beta) = 8.4 / 8.4 eV
energy above the lowest of the compared OMol25 structures with the same formula, charge and spin = 440.0 kJ/mol
F_max = 5.49 eV/A

The following is a quantum chemistry calculation of the molecule CH4O at a distorted geometry, from the Open Molecules 2025 dataset.

```
6
Properties=species:S:1:pos:R:3:lowdin_charge:R:1
O -0.74 0.05 1.02 -0.1112
C 0.08 -0.04 -0.38 -0.0148
H 0.15 -1.02 -0.61 0.0202
H -0.35 0.46 -1.33 0.1035
H -0.08 0.04 1.61 -0.0295
H 0.95 0.51 -0.30 0.0317
```

HOMO = -0.39570 Ha
SMILES string = CO
calculated total energy = -115.67630 hartree
HOMO-LUMO gap = 11.8 eV
energy above the lowest of the compared OMol25 structures with the same formula, charge and spin = 106.1 kJ/mol
F_max = 6.90 eV/A

The following is a quantum chemistry calculation of the molecule CH4O2 at a distorted geometry, from the Open Molecules 2025 dataset.

```
7
Properties=species:S:1:pos:R:3:lowdin_charge:R:1
O -0.95 -1.27 -0.20 -0.0228
O -0.63 -0.10 0.59 -0.1803
C 0.27 0.71 0.02 -0.1604
H -0.25 -1.92 -0.23 0.0784
H 1.27 0.20 0.09 0.0984
H -0.02 0.90 -1.01 0.0957
H 0.31 1.48 0.74 0.0910
```

HOMO = -0.37626 Ha
SMILES string = COO
calculated total energy = -190.84618 hartree
HOMO-LUMO gap = 11.2 eV
energy above the lowest of the compared OMol25 structures with the same formula, charge and spin = 273.6 kJ/mol
F_max = 4.58 eV/A

The following is a quantum chemistry calculation of a cluster of 2 separate species, CH4O2P in total at a distorted geometry, from the Open Molecules 2025 dataset.

```
8
Properties=species:S:1:pos:R:3:lowdin_charge:R:1
P 0.77 0.35 1.38 0.4159
O 0.24 0.46 -0.04 -0.7069
O -1.58 1.37 -2.72 -0.0948
C 1.10 -1.25 1.77 -0.4761
H -0.80 1.01 -2.26 0.0048
H 0.94 -2.09 1.10 -0.0642
H 1.48 -1.49 2.75 -0.0997
H -2.15 1.63 -1.99 0.0210
```

HOMO = -0.11617 Ha
net charge = -1
calculated total energy = -532.37204 hartree
HOMO-LUMO gap = 7.5 eV
energy above the lowest of the compared OMol25 structures with the same formula, charge and spin = 151.4 kJ/mol
F_max = 1.02 eV/A

The following is a quantum chemistry calculation of a cluster of 2 separate species, CH4O2S in total at a distorted geometry, from the Open Molecules 2025 dataset.

```
8
Properties=species:S:1:pos:R:3:lowdin_charge:R:1
S 0.93 0.62 0.08 0.9697
O -1.30 1.24 -0.22 -0.3570
O 2.19 0.60 0.87 -0.5128
C 0.06 -1.02 0.08 -0.2814
H -0.07 -1.12 -1.08 0.0803
H -0.98 -0.61 0.45 0.0577
H 0.68 -1.69 0.66 0.0372
H -1.51 1.98 -0.85 0.0063
```

HOMO (alpha / beta) = -0.37448 / -0.33492 Ha
calculated total energy = -589.01883 hartree
HOMO-LUMO gap (alpha / beta) = 8.8 / 7.1 eV
energy above the lowest of the compared OMol25 structures with the same formula, charge and spin = 391.4 kJ/mol
F_max = 3.56 eV/A

The following is a quantum chemistry calculation of a cluster of 2 separate species, CH4O2S in total at a distorted geometry, from the Open Molecules 2025 dataset.

```
8
Properties=species:S:1:pos:R:3:lowdin_charge:R:1
S 1.52 -2.81 -0.12 0.4743
O -0.85 2.96 0.11 0.0763
O -0.16 0.90 0.51 0.0421
C -0.84 1.65 -0.15 -0.3678
H -1.48 1.31 -1.01 0.1530
H 0.26 -3.08 -0.12 -0.2792
H -0.32 3.21 0.86 0.0969
H 1.87 -4.14 -0.07 -0.1955
```

HOMO = -0.35143 Ha
SMILES string = O=CO.S
calculated total energy = -589.15659 hartree
HOMO-LUMO gap = 10.4 eV
energy above the lowest of the compared OMol25 structures with the same formula, charge and spin = 29.7 kJ/mol
F_max = 3.04 eV/A

The following is a quantum chemistry calculation of a cluster of 2 separate species, CH4O2S2 in total at a distorted geometry, from the Open Molecules 2025 dataset.

```
9
Properties=species:S:1:pos:R:3:lowdin_charge:R:1
S 2.40 -0.37 -0.65 0.2372
S 1.50 -2.21 -0.69 0.2445
O -2.08 -0.15 -0.20 0.0831
O -0.55 0.46 1.28 0.0324
C -1.51 0.74 0.35 -0.3789
H 1.48 0.50 -0.26 -0.2514
H -0.11 1.27 1.57 0.1066
H -1.69 1.81 0.20 0.1384
H 0.55 -2.06 -1.60 -0.2118
```

HOMO = -0.33193 Ha
SMILES string = O=CO.SS
calculated total energy = -987.34045 hartree
HOMO-LUMO gap = 9.2 eV
energy above the lowest of the compared OMol25 structures with the same formula, charge and spin = 23.5 kJ/mol
F_max = 1.20 eV/A

The following is a quantum chemistry calculation of the molecule CH4O2SSi at a distorted geometry, from the Open Molecules 2025 dataset.

```
9
Properties=species:S:1:pos:R:3:lowdin_charge:R:1
S 1.64 -0.38 -1.25 0.9111
Si -0.05 0.43 0.68 0.3872
O 1.11 0.89 -0.43 -0.5980
O 2.48 -1.12 -0.34 -0.4884
C -1.46 -0.22 -0.27 -0.1593
H 0.82 -0.34 1.64 -0.0062
H -0.54 1.71 1.14 -0.0334
H -2.06 0.26 -1.07 -0.0094
H -1.94 -1.23 -0.11 -0.0036
```

HOMO (alpha / beta) = -0.28158 / -0.25327 Ha
calculated total energy = -878.50539 hartree
HOMO-LUMO gap (alpha / beta) = 5.3 / 3.6 eV
energy above the lowest of the compared OMol25 structures with the same formula, charge and spin = 289.7 kJ/mol
F_max = 2.36 eV/A